30
Properties=species:S:1:pos:R:3:forces:R:3 method="wB97M-V/def2-TZVPD" max_force_ev_per_a=2.52 mol_weight_g_mol=175.3 gap_ev=8.62 smiles=Cc1c[nH]c2ccccc12.CCC lumo_energy_ev=0.91
C -1.9181 1.4874 2.8149 -0.6 0.7 -0.9
C -1.2624 1.5286 1.4576 0.6 0.4 0.9
C -0.2612 2.3686 1.0469 -0.1 0.3 0.5
N 0.2168 2.0007 -0.1839 -0.8 -0.7 -0.5
C -0.5241 0.9200 -0.6236 0.3 -0.1 1.0
C -0.4012 0.2135 -1.8108 -1.2 -0.2 1.2
C -1.2591 -0.8830 -1.8480 1.3 -0.1 -2.1
C -2.0470 -1.3644 -0.8194 -0.8 0.7 -0.1
C -2.2245 -0.5977 0.3256 1.1 -0.2 0.2
C -1.4143 0.5439 0.4517 0.1 0.1 -1.7
H -2.3207 2.4649 3.0966 0.6 0.1 0.2
H -1.2377 1.0838 3.5559 -0.2 -0.1 0.3
H -2.8520 0.9358 2.7357 0.2 -0.6 0.2
H 0.2016 3.1850 1.5824 -0.1 0.0 0.0
H 0.8173 2.4997 -0.8115 0.1 0.3 0.3
H 0.2836 0.5228 -2.5862 -0.2 -0.2 -0.2
H -1.2868 -1.4036 -2.8060 0.0 -0.3 0.3
H -2.6036 -2.2479 -1.0979 -0.2 -0.1 0.6
H -2.7922 -0.9138 1.1902 -0.3 -0.1 -0.2
C 3.0978 -2.9082 0.2161 0.3 1.3 0.2
C 3.0829 -1.9431 -0.9551 -0.1 0.6 -1.3
C 2.9026 -0.4557 -0.5441 -0.2 -2.2 1.2
H 3.9193 -2.6188 0.8818 0.2 -0.2 -0.1
H 2.2209 -2.6808 0.8218 -0.3 -0.7 -0.1
H 3.2359 -3.9384 -0.0832 -0.3 -0.2 0.1
H 2.2836 -2.1208 -1.6859 -0.3 -0.5 0.4
H 3.9640 -2.0734 -1.5952 0.2 0.1 0.3
H 3.7878 -0.1605 0.0166 0.2 0.8 -0.6
H 2.1277 -0.4893 0.2319 -0.2 0.4 -0.3
H 2.5296 0.1035 -1.3908 0.5 0.6 0.1


30
Properties=species:S:1:pos:R:3:forces:R:3 method="wB97M-V/def2-TZVPD" max_force_ev_per_a=1.33 mol_weight_g_mol=175.3 gap_ev=8.71 smiles=CCc1c[nH]c2ccccc12.CC lumo_energy_ev=0.91
C 0.4746 -2.4598 -0.2361 0.1 0.3 0.4
C -0.2953 -1.2564 0.3724 0.2 -0.4 -0.4
C -0.0836 0.0177 -0.3828 0.1 -0.3 -0.1
C -0.7990 0.4367 -1.4654 0.1 0.2 0.2
N -0.2595 1.6121 -1.9491 0.2 0.0 -0.2
C 0.8153 1.9622 -1.1727 -0.4 0.6 1.1
C 1.4967 3.1863 -1.0870 -0.6 -0.6 -0.2
C 2.3525 3.3749 -0.0287 0.4 0.1 -0.1
C 2.5528 2.3786 0.9415 0.1 -0.7 0.4
C 1.8939 1.1704 0.8698 -0.6 -0.4 -1.1
C 0.9449 0.9965 -0.1590 0.2 -0.1 -0.4
H 1.3197 -2.0627 -0.7992 -0.1 -0.3 -0.3
H -0.1589 -3.1182 -0.8237 0.0 0.2 -0.4
H 0.9120 -3.0850 0.5398 -0.1 -0.1 0.2
H -1.3636 -1.4512 0.3919 -0.1 -0.2 0.2
H 0.0633 -1.1806 1.3907 -0.2 0.4 0.4
H -1.6961 0.0124 -1.8896 0.1 0.0 -0.1
H -0.6381 2.2004 -2.6675 -0.1 -0.1 0.0
H 1.2048 3.9540 -1.7821 0.4 0.4 -0.2
H 2.9606 4.2695 0.0090 -0.2 0.2 0.2
H 3.1893 2.5334 1.8029 0.3 0.2 -0.2
H 2.0867 0.2663 1.4365 0.1 0.5 0.8
C -3.2307 -3.2221 1.7208 -0.3 0.8 -0.3
C -3.5912 -4.6961 1.6496 1.1 0.0 0.0
H -3.2237 -2.7514 0.7345 -0.3 -0.2 -0.2
H -3.9434 -2.6425 2.3137 0.0 -0.1 0.0
H -2.2449 -2.9619 2.0772 0.4 -0.4 0.5
H -3.8466 -5.1256 2.6129 -0.3 0.1 0.1
H -2.7285 -5.2795 1.3112 -0.1 0.1 -0.2
H -4.3796 -4.8318 0.9270 -0.4 -0.3 0.0


30
Properties=species:S:1:pos:R:3:forces:R:3 method="wB97M-V/def2-TZVPD" max_force_ev_per_a=1.62 mol_weight_g_mol=175.3 gap_ev=8.95 smiles=Cc1c[nH]c2ccccc12.CCC lumo_energy_ev=0.94
C 1.4242 -0.2771 -2.5324 -0.1 -0.5 0.1
C 0.8582 0.4616 -1.3645 -0.2 -0.4 -0.7
C 1.4867 0.9661 -0.2927 -0.1 0.7 1.0
N 0.5746 1.5710 0.5818 -0.4 0.9 -0.4
C -0.6698 1.5204 -0.0303 0.2 0.2 -0.4
C -1.8434 2.1772 0.2470 -1.4 -0.3 -0.2
C -2.9888 1.8086 -0.4859 0.6 0.8 0.7
C -2.9004 0.9527 -1.5633 0.4 -1.1 -0.1
C -1.6724 0.3794 -1.9186 -0.7 1.3 -0.7
C -0.5546 0.7454 -1.2008 0.6 -0.4 0.6
H 0.6578 -0.6343 -3.2137 -0.3 0.2 0.0
H 1.9160 -1.1967 -2.2210 0.4 0.1 0.1
H 2.0933 0.3398 -3.1185 0.3 0.0 0.0
H 2.4783 0.9881 0.1192 0.5 -0.3 -0.7
H 0.8410 2.4667 0.9774 0.0 -0.4 0.3
H -1.9621 2.9786 0.9541 0.2 -0.1 0.5
H -3.9256 2.2618 -0.1749 0.0 -0.1 -0.3
H -3.7688 0.6553 -2.1309 -0.2 0.2 0.0
H -1.5972 -0.0791 -2.8937 0.1 -0.5 0.1
C 0.7858 -2.2635 0.6642 0.8 0.4 0.7
C 0.3172 -1.4633 1.8935 -0.7 -1.0 0.1
C 1.4033 -1.0855 2.8876 -0.8 -0.6 0.4
H 1.7924 -2.6185 0.9061 0.1 -0.1 -0.3
H 0.8493 -1.6215 -0.2094 -0.1 -0.4 -0.1
H 0.1910 -3.1555 0.5067 -0.3 0.1 -0.3
H -0.3170 -0.6214 1.6237 0.2 0.2 -0.1
H -0.3520 -2.1404 2.4272 -0.2 0.1 0.2
H 1.8091 -1.9887 3.3496 0.5 -0.1 -0.6
H 2.1678 -0.4536 2.4490 0.2 0.1 0.3
H 0.9059 -0.6736 3.7637 0.2 0.9 -0.1


30
Properties=species:S:1:pos:R:3:forces:R:3 method="wB97M-V/def2-TZVPD" max_force_ev_per_a=3.82 mol_weight_g_mol=175.3 gap_ev=8.56 smiles=CCc1c[nH]c2ccccc12.CC lumo_energy_ev=0.84
C -0.2484 -2.3923 -1.7801 -1.8 -1.1 0.0
C 0.0500 -1.0630 -1.1205 -2.0 -2.2 1.8
C -0.2280 -1.1626 0.4195 2.1 -0.3 -1.9
C 0.3853 -1.9468 1.4206 -1.1 1.7 -1.4
N -0.0950 -1.5166 2.6474 -0.4 -0.9 0.9
C -1.0475 -0.4961 2.4380 0.0 -1.2 -1.5
C -2.0279 0.0227 3.2923 2.0 0.2 -0.2
C -2.6556 1.1621 2.8670 -3.1 0.8 0.6
C -2.5797 1.5798 1.5076 1.9 0.8 1.4
C -1.6957 0.9823 0.6199 -1.4 -1.4 1.3
C -1.0582 -0.2073 0.9980 0.0 0.2 3.8
H -1.3436 -2.5923 -2.0047 1.1 0.8 -0.1
H -0.0664 -3.2680 -1.2011 0.7 -0.5 1.0
H 0.3430 -2.5408 -2.6421 0.4 0.0 -1.4
H 1.0445 -0.8259 -1.3147 1.6 0.8 -0.3
H -0.6525 -0.4230 -1.6370 0.2 1.0 0.4
H 1.2071 -2.6517 1.3443 -0.4 0.0 0.0
H 0.0865 -2.1202 3.5059 -0.8 1.6 -1.6
H -2.0047 -0.3869 4.2735 -0.6 0.1 0.9
H -3.4588 1.7022 3.5581 2.0 -1.2 -1.5
H -2.8443 2.6132 1.3547 -0.8 0.0 -0.6
H -1.6600 1.3007 -0.3656 0.2 0.8 -1.8
C 1.9036 1.9572 -1.9724 0.0 2.7 -0.4
C 3.2396 1.6495 -2.5622 0.2 -2.5 0.4
H 1.8141 3.0300 -1.6033 0.3 -1.4 0.0
H 1.1300 1.8995 -2.7192 -0.4 -0.3 -0.3
H 1.7666 1.2591 -1.2175 -1.0 -0.9 1.6
H 3.1641 0.6697 -3.0915 0.0 0.8 -0.3
H 3.9845 1.3507 -1.8059 -0.1 0.9 -0.1
H 3.5474 2.4148 -3.2090 0.9 0.8 -0.9